Entry 1:
{"formula": "C5H5F3NO4", "method": "ωB97M-V/def2-TZVPD", "symbols": ["O", "H", "O", "O", "F", "H", "H", "C", "O", "F", "C", "C", "C", "N", "H", "C", "H", "F"], "coordinates": [[-1.06754, -0.14428, 1.57023], [2.97910, -0.39480, -0.80503], [-0.92452, -2.49757, -1.39700], [1.29867, 2.17674, 0.19731], [-2.02212, 0.68381, -1.79268], [-1.75593, -0.85540, 1.62723], [3.18297, -0.12248, 1.02094], [-1.44636, -2.16255, -0.40572], [-2.15789, -2.32936, 0.50602], [-3.03292, 0.77495, 0.10077], [-0.87868, -0.01977, 0.19248], [-1.83775, 0.93040, -0.45552], [1.49324, 0.98156, 0.11697], [0.52258, 0.01335, -0.11551], [3.53114, 1.18620, -0.05709], [2.85168, 0.32162, 0.07024], [1.00307, -0.84512, 0.13488], [-1.73873, 2.30269, -0.50852]], "total_charge": -1, "relative_energy_kcal_mol": 34.27, "gap_ev": 6.92, "energy_ev": -23100.05132, "multiplicity": 1, "lumo_ev": 3.48}

---

Entry 2:
{"formula": "C5H5F4NO2", "method": "ωB97M-V/def2-TZVPD", "symbols": ["O", "F", "F", "C", "C", "C", "C", "H", "H", "H", "O", "N", "H", "F", "H", "C", "F"], "coordinates": [[-0.73923, -0.10507, 1.42306], [-0.06790, -1.93189, -2.27324], [0.10180, 0.93049, -2.63110], [-0.40653, 0.61701, 0.37972], [0.97407, -1.45446, -0.12430], [-1.48486, 0.82772, 2.27253], [1.00368, 0.55118, -1.77103], [-2.00003, 0.11344, 3.05368], [-2.27311, 1.23948, 1.71917], [1.88705, -1.83665, -0.59810], [-0.66273, 1.78550, 0.23365], [-0.19404, -1.83334, -0.91091], [0.71122, -1.78915, 0.81300], [1.75808, 1.57155, -1.34784], [-0.93386, 1.66875, 2.80088], [0.44823, -0.16323, -0.56730], [1.87817, -0.19133, -2.47187]], "relative_energy_kcal_mol": 33.96, "gap_ev": 10.67, "energy_ev": -21716.89810, "multiplicity": 1, "lumo_ev": 0.03}

---

Entry 3:
{"formula": "C5H5F6N", "method": "ωB97M-V/def2-TZVPD", "symbols": ["C", "N", "H", "H", "F", "C", "H", "F", "H", "C", "C", "F", "C", "F", "H", "F", "F"], "coordinates": [[-2.79244, -0.96433, -0.12202], [0.25957, -1.24097, 0.79662], [1.20130, 0.99076, -1.09292], [0.39721, -0.57132, -1.60012], [-3.93859, -0.38900, -0.43910], [-1.16701, 2.03926, 0.24543], [-0.26000, 0.28725, 2.04873], [-0.32687, 3.09557, 0.32829], [-0.28849, 0.97577, -2.04955], [-0.14109, -0.05642, 1.06670], [-0.49728, 0.75651, -0.04280], [-2.43917, -1.78446, -1.07149], [0.22420, 0.52445, -1.28626], [-2.14353, 2.43436, -0.64198], [0.70520, -1.68809, 1.58688], [-2.95050, -1.61794, 0.99466], [-1.83112, 1.94396, 1.47772]], "relative_energy_kcal_mol": 54.73, "gap_ev": [8.63, 8.53], "energy_ev": -23057.73395, "multiplicity": 1, "lumo_ev": [-0.68, -1.46]}

---

| no. | F_max (eV/Å) |
| --- | --- |
| 1 | 2.81 |
| 2 | 4.54 |
| 3 | 2.75 |